Entry 1:
Molecular formula: C15H37N5O3
Method: DFT, ωB97M-V/def2-TZVPD

Cartesian coordinates (Å):
C  -1.50072  4.92955  -4.58372
N  -0.71413  3.99589  -3.76945
C  -0.36335  4.62876  -2.50299
C  0.42600  3.73896  -1.58377
C  1.62530  2.96160  -2.26363
N  1.39386  1.49668  -2.10481
C  0.00088  1.36243  -1.74420
O  -0.70306  0.50495  -2.04526
C  -0.31386  2.59897  -0.90746
C  -1.72085  2.80678  -0.39727
N  -1.73311  3.76697  0.72218
H  -2.45968  5.04397  -4.10676
H  -1.61991  4.56734  -5.59034
H  -1.00502  5.90245  -4.63421
H  0.12805  3.78229  -4.28653
H  -1.28224  4.98236  -2.05106
H  0.23293  5.53010  -2.69638
H  0.88355  4.40284  -0.85977
H  1.71529  3.09147  -3.32918
H  2.48693  3.25310  -1.69614
H  1.92888  1.23583  -1.28191
H  0.28870  2.40839  -0.01457
H  -2.06244  1.86406  0.01182
H  -2.42558  3.08107  -1.17179
H  -0.86406  4.28164  0.74935
H  -1.81672  3.28130  1.60518
C  -3.43956  -0.31600  3.83488
O  -2.70463  0.26736  2.77441
C  -1.30908  0.03613  2.80583
C  -0.86503  -1.33057  2.27529
C  -1.12243  -2.48893  3.23448
N  -1.48801  -1.62464  0.98099
H  -2.87596  -0.30213  4.77208
H  -3.73555  -1.33863  3.59289
H  -4.34893  0.27007  3.96646
H  -0.87469  0.78857  2.13747
H  -0.91449  0.23758  3.81139
H  0.21852  -1.27673  2.12555
H  -2.16371  -2.81019  3.23156
H  -0.52428  -3.35294  2.94357
H  -0.84790  -2.22193  4.25748
H  -1.21285  -0.90867  0.31169
H  -2.49100  -1.48738  1.08161
C  2.44851  -4.70021  2.11957
O  2.21203  -3.43397  1.53332
C  2.94261  -3.17632  0.34753
C  2.37225  -3.83279  -0.91864
C  2.63290  -5.33402  -1.00946
N  0.93418  -3.58899  -1.05921
H  3.49064  -5.01163  2.00520
H  1.78328  -5.45814  1.70063
H  2.22325  -4.61764  3.18333
H  2.89604  -2.09195  0.21060
H  4.00207  -3.43058  0.49128
H  2.87563  -3.36636  -1.77111
H  1.95236  -5.90934  -0.38290
H  2.48349  -5.67536  -2.03372
H  3.65768  -5.57794  -0.71994
H  0.77372  -2.58691  -1.12214
H  0.49329  -3.84856  -0.17926

Values from the calculation:
charge = 0
max |F| = 4.63 eV Å⁻¹
HOMO energy = -8.9278 eV
electronic energy = -29746.137 eV
Kohn-Sham gap = 9.3 eV

=====

Entry 2:
Molecular formula: C15H38B3FO12P2
Method: DFT, ωB97M-V/def2-TZVPD

Cartesian coordinates (Å):
C  7.65918  0.27018  1.08180
C  8.14609  0.26790  2.51704
O  7.07394  0.36695  3.43315
P  6.04161  -0.92344  3.54063
O  6.96465  -1.75404  4.46546
O  5.15212  -0.37257  4.83976
C  5.07348  -1.10937  6.05202
C  6.11495  -0.61486  7.04177
O  5.01024  0.00464  2.50726
C  3.66683  0.29094  2.87637
C  3.56038  1.61095  3.63559
H  7.06724  -0.62422  0.86447
H  8.50583  0.29303  0.38857
H  7.02092  1.13869  0.88749
H  8.73530  -0.63629  2.72893
H  8.79719  1.13277  2.68229
H  5.16388  -2.19062  5.86663
H  4.07384  -0.95529  6.47224
H  7.11633  -0.56574  6.60241
H  6.15564  -1.25967  7.92391
H  5.87351  0.40327  7.36341
H  3.23383  -0.54444  3.43719
H  3.08898  0.38157  1.94961
H  4.23225  1.66993  4.49642
H  2.54125  1.76650  3.99522
H  3.83984  2.44816  2.98874
C  -2.61847  -1.53099  -5.94436
C  -2.14976  -0.47028  -4.96855
O  -2.99330  0.66408  -4.98422
P  -4.53095  0.47859  -4.39804
O  -4.12115  0.60582  -2.91039
O  -4.97582  2.08484  -4.46470
C  -5.37316  2.79447  -3.29971
C  -4.19088  3.54001  -2.70375
O  -4.98883  0.33643  -6.06028
C  -5.99098  1.17630  -6.61997
C  -5.39109  2.44307  -7.22463
H  -3.58770  -1.94174  -5.64526
H  -1.90035  -2.35569  -5.99005
H  -2.73812  -1.11167  -6.94900
H  -2.08983  -0.87634  -3.94818
H  -1.14618  -0.13429  -5.24991
H  -5.84668  2.12289  -2.56731
H  -6.14355  3.51516  -3.59416
H  -3.31721  2.89457  -2.56845
H  -4.45031  3.97813  -1.73609
H  -3.87481  4.34261  -3.37776
H  -6.76637  1.39918  -5.87904
H  -6.47603  0.61015  -7.42323
H  -4.75178  2.99342  -6.52870
H  -6.17966  3.11929  -7.56085
H  -4.75026  2.19442  -8.07606
C  -3.05466  -2.10861  -0.36223
C  -3.22396  -3.38029  0.67085
C  -2.74196  -3.00512  2.22779
O  -3.32944  -1.74796  2.72241
B  -2.27106  -0.74267  3.00125
O  -1.32704  -0.82161  4.17076
B  0.02054  -0.69367  3.52909
O  0.27059  0.48775  2.62938
B  -0.74990  0.27486  1.54267
F  -0.38632  -0.07035  0.13089
O  -2.17605  0.38825  2.01218
H  -3.40890  -1.09085  0.10873
H  -1.94458  -2.11047  -0.73714
H  -3.73287  -2.26213  -1.33171
H  -4.29882  -3.84274  0.65890
H  -2.46541  -4.23628  0.32882
H  -3.08129  -3.92554  2.90654
H  -1.55033  -2.97072  2.16253
H  0.88537  -1.50919  3.66259

Values from the calculation:
charge = 0
max |F| = 9.32 eV Å⁻¹
HOMO energy = -9.7651 eV
electronic energy = -64067.435 eV
Kohn-Sham gap = 7.9 eV

=====

Entry 3:
Molecular formula: C15H38BN2O7PS
Method: DFT, ωB97M-V/def2-TZVPD

Cartesian coordinates (Å):
O  4.86393  -0.41727  3.72495
P  4.62410  -1.82292  2.97252
O  6.00080  -2.54526  3.35382
S  4.30007  -1.72620  1.07955
B  3.30155  -2.78254  4.01253
C  1.87835  -3.13665  3.50635
C  1.29203  -1.99730  2.67111
C  1.37820  -0.63626  3.22381
O  0.13230  -1.39816  3.15004
H  4.17228  0.21810  3.51437
H  6.69773  -1.90523  3.53470
H  3.63407  -3.09314  5.11502
H  1.86394  -4.06139  2.93238
H  1.21562  -3.21632  4.36715
H  1.38457  -2.07215  1.59609
H  1.35350  0.19346  2.53464
H  1.56783  -0.48759  4.27846
C  -4.93372  -1.37179  -2.63024
O  -5.59198  -0.94429  -1.45597
C  -5.67747  -1.92031  -0.42650
C  -4.79030  -1.57161  0.74775
N  -3.38104  -1.69680  0.40724
C  -2.45063  -1.15609  1.39630
C  -2.52293  0.32609  1.73663
O  -2.12231  1.19741  0.69368
C  -3.12106  1.50758  -0.26011
H  -5.11123  -0.61583  -3.39299
H  -3.85132  -1.47270  -2.49046
H  -5.33167  -2.32749  -2.98379
H  -5.43412  -2.91401  -0.81485
H  -6.71558  -1.93670  -0.08347
H  -5.01584  -2.25435  1.57280
H  -5.06130  -0.55707  1.07186
H  -3.21657  -1.23912  -0.47924
H  -1.44211  -1.35517  1.03086
H  -2.56233  -1.72157  2.32539
H  -1.81286  0.49425  2.54936
H  -3.50949  0.62278  2.11419
H  -4.11252  1.55662  0.19740
H  -3.14335  0.78826  -1.08390
H  -2.87980  2.48423  -0.67975
C  2.79275  4.33847  -3.59722
O  2.91446  3.91174  -2.25702
C  1.72565  4.01342  -1.48513
C  1.14826  2.65395  -1.16140
N  0.61073  2.00353  -2.34828
C  0.24440  0.60255  -2.16448
C  1.32302  -0.39512  -1.76638
O  2.28431  -0.66746  -2.76553
C  3.34916  0.25842  -2.85608
H  3.79832  4.39685  -4.00988
H  2.20982  3.63935  -4.20757
H  2.32983  5.32794  -3.65940
H  0.98576  4.63710  -1.99641
H  1.99285  4.50755  -0.54688
H  0.34034  2.77917  -0.43374
H  1.94239  2.06686  -0.67895
H  1.28440  2.07218  -3.09896
H  -0.18793  0.25476  -3.10659
H  -0.54705  0.55706  -1.41083
H  0.82014  -1.34804  -1.57900
H  1.82327  -0.11857  -0.82896
H  3.61897  0.66016  -1.87558
H  3.11759  1.08624  -3.53360
H  4.20919  -0.27360  -3.26178

Values from the calculation:
charge = 0
max |F| = 1.66 eV Å⁻¹
ΔE to the lowest compared entry with this formula, charge and spin = 0.000 eV
HOMO energy = -8.4648 eV
electronic energy = -54281.523 eV
Kohn-Sham gap = 7.7 eV

=====

Entry 4:
Molecular formula: C15H38FN2O5Pb
Method: DFT, ωB97M-V/def2-TZVPD

Cartesian coordinates (Å):
Pb  -1.86397  -5.25257  2.23413
F  0.26437  -2.45592  0.29738
C  6.30840  -2.62325  -0.23897
C  6.03457  -1.96105  1.10755
C  5.68839  -0.46275  0.99893
O  4.94278  -2.69079  1.72491
H  6.88366  -3.53836  -0.09840
H  6.70227  -1.86862  -0.91978
H  5.33969  -2.83130  -0.69329
H  7.00068  -2.05134  1.60412
H  6.05499  0.05692  0.11369
H  6.18548  0.03084  1.83402
H  4.65467  -0.20591  1.23036
H  4.16887  -2.28308  1.32938
C  1.84257  6.62503  0.01590
O  1.90027  5.24478  -0.35431
C  0.78505  4.73020  -1.10086
C  0.91447  3.16474  -1.21154
N  -0.29257  2.49410  -1.79126
C  -0.37869  2.58296  -3.31467
C  0.67759  1.73287  -4.03175
O  1.82912  2.64080  -4.24518
C  2.99838  1.96621  -4.77315
H  0.96282  6.86751  0.61201
H  1.82566  7.36920  -0.78035
H  2.70292  6.92809  0.61260
H  0.73616  5.15580  -2.10315
H  -0.14373  4.97522  -0.58566
H  0.97258  2.73802  -0.21022
H  1.88150  2.92628  -1.65437
H  -0.20792  1.52429  -1.52218
H  -0.62272  3.58970  -3.65384
H  -1.36198  2.15061  -3.49991
H  0.29064  1.44381  -5.00889
H  0.95051  0.84039  -3.46863
H  3.40247  1.19634  -4.11581
H  3.84284  2.65300  -4.83064
H  2.83217  1.60066  -5.78649
C  -1.32617  -1.52603  4.15175
O  -2.47912  -2.26502  3.76749
C  -3.66678  -1.42603  3.96940
C  -4.89989  -2.27688  3.72328
N  -4.98671  -2.85271  2.43511
C  -5.30449  -1.83383  1.38715
C  -5.33246  -2.57770  0.02821
O  -4.28122  -3.53283  -0.14492
C  -3.90814  -3.73801  -1.44801
H  -1.18931  -0.83175  3.32268
H  -0.54537  -2.27158  4.00137
H  -1.32559  -0.98630  5.09874
H  -3.66576  -0.58224  3.27939
H  -3.84821  -1.15992  5.01073
H  -5.70401  -1.57030  3.92880
H  -4.93363  -2.95995  4.57203
H  -5.71481  -3.55268  2.43152
H  -4.35150  -1.31736  1.27241
H  -6.24610  -1.37676  1.69138
H  -5.31109  -1.74014  -0.66902
H  -6.29790  -3.03588  -0.18649
H  -4.71959  -3.79903  -2.17323
H  -3.52528  -4.75742  -1.39980
H  -3.14196  -3.03338  -1.77136

Values from the calculation:
charge = +1
max |F| = 3.87 eV Å⁻¹
ΔE to the lowest compared entry with this formula, charge and spin = 9.975 eV
HOMO energy = -10.0662 eV
electronic energy = -37336.907 eV
Kohn-Sham gap = 2.6 eV